111
Properties=species:S:1:pos:R:3 method="wB97M-V/def2-TZVPD" homo_ha=-0.453 charge=+1 energy_ha=-3696.45882
C -2.45533 -4.63313 0.92638
C -2.52689 -4.09380 -0.28506
C -3.52164 -3.02216 -0.59898
N -2.92128 -1.64889 -1.00561
S -1.13790 -1.62465 -1.13632
C -3.23832 -0.66276 0.09459
C -2.59333 -0.99465 1.43144
C -3.55260 -1.26279 -2.32066
C -3.24427 0.12362 -2.85562
O -1.95115 0.12262 -3.45509
C -1.17060 1.20482 -3.19353
C 0.28273 0.86243 -3.08366
O -1.63958 2.28489 -3.08816
H -3.26332 -4.46807 1.63762
H -1.60866 -5.23949 1.23123
H -1.89568 -4.48981 -1.07632
H -4.15036 -3.32469 -1.44238
H -4.17789 -2.86222 0.25627
H -1.00847 -2.46748 -2.17117
H -2.93706 0.33980 -0.21903
H -4.32869 -0.66957 0.20431
H -2.83289 -1.98511 1.81344
H -3.00032 -0.27703 2.15389
H -1.51002 -0.84905 1.43594
H -3.19323 -1.98845 -3.05628
H -4.63736 -1.37838 -2.23346
H -3.99553 0.33480 -3.62725
H -3.34845 0.92661 -2.12045
H 0.49095 0.06359 -3.80323
H 0.87193 1.73148 -3.37643
H 0.50551 0.50962 -2.07615
C -2.62159 -0.12095 6.56799
C -4.04013 -0.47788 6.18346
O -3.84430 -1.18289 4.93912
C -2.59235 -1.66948 4.92467
O -2.16899 -2.42159 4.09431
O -1.86422 -1.18213 5.94175
H -2.45138 -0.11854 7.64007
H -2.29831 0.82661 6.14993
H -4.51233 -1.15883 6.89172
H -4.67272 0.39121 6.03606
C -3.11613 4.96345 -4.16282
C -4.03860 5.63592 -3.16484
O -4.85163 6.45724 -4.00299
C -4.84840 5.93016 -5.25469
O -5.55910 6.27734 -6.13705
O -3.92034 4.94498 -5.34652
H -2.83093 3.95628 -3.88020
H -2.21789 5.55324 -4.35506
H -4.68223 4.92140 -2.64620
H -3.51778 6.24652 -2.43197
C -1.58378 4.23927 4.45015
C -2.16600 5.41783 5.20006
O -3.26193 4.81173 5.90775
C -3.00802 3.50299 6.04804
O -3.63488 2.75677 6.73789
O -1.93519 3.13620 5.30664
H -0.50899 4.30415 4.32811
H -2.05518 4.08635 3.47740
H -1.46620 5.83558 5.92297
H -2.53014 6.21056 4.55422
C 4.08576 -3.32476 -0.47328
C 3.08314 -2.82215 0.54430
O 2.19185 -2.03842 -0.28026
C 2.28831 -2.49324 -1.53887
O 1.55367 -2.15392 -2.42979
O 3.29329 -3.35467 -1.68152
H 4.48016 -4.31244 -0.25970
H 4.91796 -2.63798 -0.62011
H 2.51180 -3.63129 1.00248
H 3.52785 -2.21552 1.32017
C 2.76797 4.84928 1.66933
C 3.86314 5.47511 2.51165
O 3.11177 6.28409 3.42501
C 1.86851 5.78305 3.52198
O 1.05633 6.13049 4.32115
O 1.66131 4.82566 2.58437
H 2.99816 3.84227 1.33332
H 2.49722 5.46587 0.81154
H 4.42625 4.73615 3.08289
H 4.55184 6.09342 1.94388
C 4.59833 -5.13586 -5.77573
C 4.32457 -6.43861 -5.04867
O 5.19435 -6.33981 -3.91800
C 5.45350 -5.03328 -3.68571
O 6.01537 -4.61564 -2.72632
O 4.98850 -4.26921 -4.70453
H 3.72879 -4.73136 -6.28694
H 5.42739 -5.21742 -6.47997
H 3.29502 -6.50899 -4.69348
H 4.56667 -7.32319 -5.63072
C 2.98129 -0.26543 -5.95893
C 3.90359 -0.95641 -4.97184
O 4.82147 0.08967 -4.63820
C 4.22176 1.27815 -4.87011
O 4.64548 2.33275 -4.53006
O 3.05006 1.10059 -5.53875
H 1.95679 -0.62666 -5.90506
H 3.33411 -0.34223 -6.98847
H 3.38053 -1.26888 -4.06644
H 4.43500 -1.80795 -5.38805
C 1.25111 -1.89099 4.23803
C 1.91490 -2.13386 5.57751
O 3.16870 -2.70843 5.18959
C 3.45159 -2.32550 3.93191
O 4.49054 -2.50585 3.37874
O 2.38129 -1.70340 3.36918
H 0.61784 -1.00879 4.22319
H 0.67746 -2.74964 3.89088
H 2.10964 -1.20950 6.12302
H 1.36745 -2.82086 6.21513